Density functional theory data (wB97M-V/def2-TZVPD) for the ion C5H14N2 with charge +2 in a non-equilibrium geometry.

For the energy above the lowest of the compared OMol25 structures with the same formula, charge and spin, the calculation gives 4.62 kcal per mole. The SMILES is C=[NH+]CC[C@H](C)[NH3+]. For the total energy, the calculation gives -307.78110 hartree. For the maximum force, the calculation gives 1.49 eV/Å. The calculation puts the LUMO energy at -8.31 eV. As for the HOMO-LUMO gap: 12.1 eV.

The geometry in ORCA input format:
```
! wB97M-V def2-TZVPD RIJCOSX def2/J DEFGRID3
* xyz 2 1
C -1.02 -1.91 2.56
N -1.13 -1.49 1.37
C -0.84 -0.13 0.94
C 0.47 -0.07 0.10
C 0.41 0.67 -1.24
C 1.52 0.28 -2.20
N 0.39 2.18 -1.07
H -1.22 -2.92 2.88
H -0.70 -1.21 3.32
H -1.46 -2.12 0.64
H -1.68 0.23 0.34
H -0.77 0.51 1.77
H 1.26 0.44 0.66
H 0.83 -1.08 -0.08
H -0.52 0.41 -1.75
H 1.36 -0.77 -2.48
H 1.38 0.79 -3.16
H 2.54 0.39 -1.84
H -0.57 2.53 -1.01
H 0.82 2.61 -1.89
H 0.87 2.49 -0.22
*
```